# 1
ORCA calculation (wB97M-V/def2-TZVPD) on a cluster of 12 separate species, C6H35NO11 in total at a distorted geometry.

Computed properties:
- SMILES string = C=CCC[C@@H](C)N.O.O.O.O.O.O.O.O.O.O.O
- frontier orbital gap (Eh) = 0.3625
- ΔE to the lowest compared entry with this formula, charge and spin (kJ/mol) = 247.5
- total charge = 0
- HOMO (eV) = -9.722

Element x y z (Å)
C: -2.0418 -0.2680 0.3873
C: -0.5577 -0.8040 0.2448
C: -0.5156 -2.1870 0.8223
C: 0.7642 -3.0324 0.4635
C: 1.2162 -2.8728 -1.9625
C: 1.5483 -2.5485 -0.7140
N: 0.4577 0.0738 0.7873
H: -2.5250 -0.4229 1.3774
H: -2.7033 -0.7236 -0.3340
H: -2.1203 0.8083 0.3296
H: -0.4152 -0.8489 -0.8406
H: -1.3790 -2.8011 0.4937
H: -0.7296 -2.2229 1.9021
H: 1.3506 -3.3356 1.3137
H: 0.2872 -3.9761 0.1100
H: 1.7959 -2.3192 -2.6961
H: 0.3888 -3.5420 -2.1408
H: 2.2749 -1.7706 -0.4740
H: 0.4079 0.3462 1.7593
H: 0.5037 0.8875 0.1886
H: -0.1625 3.3973 0.3220
H: -0.2957 4.5270 1.2932
O: -0.8349 3.8337 0.8945
H: 1.9252 -1.4440 1.7494
H: 2.8566 -2.2680 2.8124
O: 2.5946 -1.4232 2.4457
H: 1.8099 -0.6741 3.9144
H: 0.7975 0.5570 4.1885
O: 1.2567 -0.2045 4.5488
H: -0.5961 2.1154 2.5023
H: 0.1970 2.8569 3.5617
O: 0.1225 1.9979 3.1393
H: 2.8424 0.3293 -1.5652
H: 3.2191 1.7845 -2.1713
O: 2.5603 1.0855 -2.1168
H: -0.1798 0.3991 -4.0391
H: -0.2704 0.7581 -2.6251
O: -0.7330 0.2026 -3.2679
H: 3.2332 0.1314 0.8308
H: 4.6153 0.8460 0.7939
O: 4.0185 0.2807 0.2929
H: 1.3529 1.9141 -1.2679
H: 0.0760 2.7665 -1.6044
O: 0.8029 2.6773 -0.9653
H: -3.2882 0.0386 -2.4446
H: -2.7050 1.0957 -3.3550
O: -3.5535 0.8349 -2.9252
H: -2.0794 3.2235 -1.2764
H: -2.5552 1.9674 -2.0807
O: -1.9029 2.6867 -2.0563
H: -4.5887 -0.8177 -0.2923
H: -3.8343 -2.1458 -0.0613
O: -4.7089 -1.7697 -0.1927

Atomic partial charges in e from the natural (NBO) method, atoms 1 to 8: -0.642, -0.056, -0.408, -0.475, -0.404, -0.172, -0.903, 0.213

# 2
ORCA calculation (wB97M-V/def2-TZVPD) on the molecule C2H7ClN2 at a distorted geometry.

Computed properties:
- SMILES string = CCN(N)Cl
- frontier orbital gap (Eh) = 0.3721
- ΔE to the lowest compared entry with this formula, charge and spin (kJ/mol) = 84.6
- total charge = 0
- HOMO (eV) = -9.617

Element x y z (Å)
C: 0.8755 0.0468 1.1927
C: 0.3326 0.6998 -0.0311
N: -1.1632 -1.0442 -0.5877
N: -0.0860 -0.4105 -0.9223
Cl: -0.4449 0.7409 -2.5129
H: 1.9740 -0.3964 0.9972
H: 0.9344 0.9710 1.8588
H: 0.2100 -0.7573 1.6694
H: -0.5284 1.1819 0.2632
H: 1.1814 1.3319 -0.3266
H: -1.9885 -0.4870 -0.4671
H: -1.2968 -1.8767 -1.1336

Atomic partial charges in e from the natural (NBO) method, atoms 1 to 8: -0.617, -0.254, -0.566, -0.102, -0.246, 0.215, 0.214, 0.222